Formula: C10H15Cl5GeN2Pt
Source: the OMol25 dataset
Level of theory: ωB97M-V/def2-TZVPD

XYZ file:
```
34
Properties=species:S:1:pos:R:3:forces:R:3
Pt -0.177 0.706 -0.091 -0.2 -0.6 -0.5
Cl -3.084 1.035 -1.896 -0.1 -0.1 -0.2
C -3.073 1.802 -0.340 0.3 0.0 0.1
C -1.895 1.777 0.397 0.2 0.0 0.5
C -1.931 2.398 1.650 0.0 -0.1 -0.4
Cl -0.473 2.390 2.584 0.0 0.1 0.1
C -3.070 3.011 2.153 0.0 0.0 0.0
Cl -3.054 3.754 3.702 0.0 0.0 0.0
C -4.234 3.012 1.384 0.0 0.0 0.0
Cl -5.652 3.782 1.974 0.0 0.0 0.0
C -4.240 2.398 0.134 -0.1 0.1 0.0
Cl -5.680 2.383 -0.809 0.0 0.0 0.0
C 2.747 -1.198 -2.553 0.0 0.1 0.3
Ge 2.720 -0.993 -0.589 0.2 -0.3 -0.1
C 4.591 -1.011 0.064 -0.3 0.1 -0.1
C 1.885 -2.624 0.186 0.0 0.3 -0.1
C 1.882 0.716 -0.077 -0.1 0.2 0.1
H 3.141 -2.181 -2.813 0.0 0.0 0.0
H 3.388 -0.443 -3.009 0.0 0.0 0.0
H 1.749 -1.102 -2.983 0.0 0.0 0.0
H 5.079 -1.937 -0.244 0.0 0.0 0.0
H 4.619 -0.952 1.152 0.0 0.0 0.0
H 5.152 -0.171 -0.346 0.0 0.0 0.0
H 2.685 -3.291 0.505 0.0 0.0 0.0
H 1.291 -3.167 -0.553 0.0 0.0 0.0
H 1.261 -2.399 1.053 0.0 0.0 0.0
H 2.209 1.493 -0.775 0.1 0.0 0.0
H 2.202 0.990 0.932 0.1 0.0 0.0
N -1.903 -1.741 0.591 0.0 -0.3 0.1
N -1.142 -1.399 -0.563 0.2 0.5 0.2
H -2.429 -2.596 0.445 -0.1 0.0 -0.1
H -2.551 -0.987 0.780 0.0 0.1 0.0
H -1.668 -1.434 -1.429 0.0 0.0 -0.1
H -0.344 -2.017 -0.616 0.0 -0.1 0.0
```
Positions in Å, forces in eV/Å.

As for the spin multiplicity: 3. Its expectation value of S² is 2.005. For the HOMO energy (spin up / spin down), the calculation gives -8.253 / -8.724 eV. Its net charge is 0. As for the HOMO-LUMO gap (spin up / spin down): 8.6 / 7.1 eV. As for the LUMO energy (spin up / spin down): 0.3000 / -1.6252 eV.

Atomic partial charges in e from the natural (NBO) method, atoms 1 to 6: Pt 0.71; Cl 0.01; C -0.08; C -0.35; C -0.07; Cl 0.03

Formula: C41H63BN4OP2Sn
Source: the OMol25 dataset
Level of theory: ωB97M-V/def2-TZVPD

XYZ file:
```
113
Properties=species:S:1:pos:R:3:forces:R:3
Sn 0.059 0.706 -0.603 0.0 0.4 -0.5
C 3.711 0.216 -1.583 0.0 0.0 0.1
C 3.929 0.051 -0.067 0.0 0.2 -0.1
C 5.427 0.072 0.219 0.0 0.1 0.0
C 3.361 -1.295 0.361 -0.1 -0.1 0.1
P 2.860 1.418 0.686 0.5 -0.5 0.5
C 2.400 0.888 2.411 0.0 0.2 0.0
N 0.980 1.105 2.676 0.0 -0.2 0.1
B -0.050 1.844 2.018 -0.2 0.1 0.0
N -1.302 1.453 2.600 -0.1 0.0 0.2
C -2.620 1.627 2.014 0.2 -0.1 -0.1
P -2.721 0.816 0.332 -0.3 -0.1 0.2
C -3.425 -0.891 0.630 0.0 0.1 -0.2
C -2.502 -1.535 1.660 -0.1 0.0 0.2
C -4.863 -0.908 1.142 0.0 0.0 0.0
C -3.331 -1.686 -0.684 0.0 0.0 0.1
C -3.932 1.896 -0.606 0.2 -0.1 0.0
C -4.391 1.168 -1.874 0.0 0.0 0.0
C -3.136 3.131 -1.020 0.0 0.1 0.0
C -5.138 2.329 0.232 0.0 0.0 0.0
C -1.015 0.678 3.733 0.2 0.0 -0.1
C -1.845 0.161 4.712 0.0 0.0 0.0
C -1.265 -0.580 5.735 0.0 0.0 0.0
C 0.110 -0.787 5.781 0.0 0.0 0.0
C 0.949 -0.260 4.806 0.0 0.0 0.0
C 0.374 0.472 3.780 -0.1 -0.1 -0.1
C 3.869 2.967 1.067 -0.2 0.1 -0.1
C 5.135 2.770 1.912 -0.1 -0.1 0.0
C 4.216 3.648 -0.261 0.0 0.0 0.0
C 2.912 3.875 1.860 -0.1 -0.1 -0.1
H 4.353 -0.477 -2.131 0.0 0.0 0.0
H 3.949 1.226 -1.920 0.0 0.0 0.0
H 2.675 0.001 -1.857 0.0 0.0 -0.1
H 5.886 -0.790 -0.273 0.0 0.0 0.0
H 5.648 0.001 1.284 0.0 0.0 0.0
H 5.904 0.962 -0.184 0.1 0.0 0.0
H 3.741 -2.076 -0.302 0.0 0.0 0.0
H 2.271 -1.309 0.299 -0.1 -0.1 0.0
H 3.661 -1.551 1.378 0.0 -0.1 0.0
H 2.994 1.408 3.164 0.1 0.0 0.0
H 2.612 -0.177 2.516 -0.1 0.0 0.0
H -2.848 2.686 1.884 0.0 0.0 0.0
H -3.385 1.202 2.663 0.0 0.1 0.1
H -2.616 -1.102 2.654 0.0 0.0 -0.1
H -1.461 -1.437 1.363 0.2 -0.1 0.0
H -2.735 -2.600 1.737 0.0 0.0 0.0
H -4.986 -0.338 2.065 0.0 0.0 0.0
H -5.145 -1.942 1.359 0.0 0.0 0.0
H -5.565 -0.533 0.399 0.0 0.0 0.0
H -2.357 -1.565 -1.161 0.0 0.0 0.0
H -4.102 -1.404 -1.395 0.0 0.0 0.0
H -3.465 -2.748 -0.462 0.0 0.0 0.0
H -3.552 0.725 -2.416 0.0 0.0 0.0
H -4.874 1.884 -2.542 0.0 0.0 0.0
H -5.116 0.387 -1.652 0.0 0.0 0.0
H -2.287 2.863 -1.652 0.1 0.0 -0.1
H -2.764 3.685 -0.156 0.0 0.0 0.0
H -3.778 3.804 -1.593 0.0 0.0 0.0
H -5.671 1.493 0.678 0.0 0.1 0.0
H -5.838 2.855 -0.422 0.0 0.0 0.0
H -4.861 3.022 1.028 0.0 0.0 0.0
H -2.914 0.337 4.708 0.0 0.0 0.0
H -1.895 -0.992 6.511 0.0 0.0 0.0
H 0.539 -1.349 6.600 0.0 0.0 0.0
H 2.019 -0.404 4.872 0.0 0.0 0.0
H 6.002 2.510 1.314 0.0 -0.1 -0.1
H 5.013 2.016 2.691 0.0 0.0 0.0
H 5.363 3.715 2.411 0.0 0.0 0.0
H 4.886 3.039 -0.870 0.0 0.0 0.0
H 4.725 4.594 -0.063 0.0 0.0 0.0
H 3.318 3.867 -0.845 0.3 0.1 0.1
H 2.880 3.613 2.918 0.0 0.0 0.0
H 1.890 3.840 1.473 0.8 0.0 0.3
H 3.256 4.910 1.792 0.0 0.0 0.0
N 0.031 2.595 0.768 -0.3 0.0 -0.2
C 0.037 3.851 0.477 -0.4 0.0 -0.2
C 0.190 4.240 -0.948 0.0 -0.1 0.0
C -0.536 5.296 -1.497 0.0 0.0 0.0
C -0.409 5.599 -2.843 0.0 0.0 0.0
C 0.470 4.881 -3.645 0.0 0.0 0.0
C 1.227 3.854 -3.098 0.0 0.0 0.1
C 1.078 3.528 -1.757 -0.1 0.0 -0.1
C -0.048 4.934 1.478 -0.3 0.1 0.0
C -0.783 4.789 2.657 0.1 0.0 -0.1
C -0.815 5.809 3.593 0.0 0.0 0.0
C -0.096 6.976 3.373 0.0 0.0 0.0
C 0.645 7.127 2.208 0.0 0.0 0.0
C 0.659 6.120 1.259 -0.1 0.1 0.0
H -1.212 5.870 -0.877 0.0 0.0 0.0
H -0.987 6.410 -3.265 0.0 0.0 0.0
H 0.576 5.132 -4.692 0.0 0.0 0.0
H 1.947 3.320 -3.704 0.0 0.0 0.0
H 1.728 2.780 -1.307 -0.2 0.0 -0.1
H -1.345 3.884 2.840 0.0 0.0 0.0
H -1.405 5.693 4.493 0.0 0.0 0.0
H -0.115 7.769 4.108 0.0 0.0 0.0
H 1.212 8.033 2.038 0.0 0.0 0.0
H 1.246 6.242 0.357 0.0 0.0 0.0
C 0.658 -3.461 1.694 -0.1 0.0 -0.1
N 0.172 -3.847 0.371 0.0 0.2 0.0
C -0.011 -5.285 0.160 0.0 -0.1 -0.1
C -0.063 -2.978 -0.613 -0.1 0.1 0.0
C -0.542 -3.537 -1.922 0.0 -0.1 -0.1
O 0.081 -1.731 -0.507 0.1 -0.3 0.5
H 0.071 -3.974 2.455 0.0 0.0 0.0
H 0.567 -2.393 1.837 0.0 0.2 0.0
H 1.703 -3.746 1.807 0.1 0.0 0.0
H 0.295 -5.809 1.060 0.0 0.0 0.0
H 0.599 -5.648 -0.666 0.0 0.0 0.0
H -1.054 -5.529 -0.039 0.0 0.0 0.0
H 0.200 -4.214 -2.346 0.0 0.0 0.0
H -0.716 -2.721 -2.615 0.0 0.0 0.0
H -1.464 -4.106 -1.792 0.0 0.0 0.0
```
Positions in Å, forces in eV/Å.

For the HOMO energy, the calculation gives -12.868 eV. Its net charge is +2. As for the HOMO-LUMO gap: 6.7 eV. As for the LUMO energy: -6.1467 eV.

Atomic partial charges in e from the Mulliken method, atoms 1 to 6: Sn 1.64; C -1.56; C 2.35; C -1.83; C -2.57; P 0.33

Formula: C5H4O2
Source: the OMol25 dataset
Level of theory: ωB97M-V/def2-TZVPD

XYZ file:
```
11
Properties=species:S:1:pos:R:3:forces:R:3
O -1.792 0.754 -1.462 0.4 -0.2 0.0
C -0.805 0.306 -0.936 -0.2 0.3 -0.7
O 0.516 2.318 -0.435 0.1 -0.3 0.3
C 0.232 1.190 -0.154 0.6 0.3 -1.3
C 0.529 0.267 0.996 -0.9 0.8 0.6
C 0.394 -1.113 0.351 -0.6 0.3 0.1
C -0.344 -1.084 -0.767 0.1 0.1 0.1
H -0.370 0.925 1.380 0.4 -2.4 1.0
H 1.273 0.320 1.786 0.4 0.6 -0.5
H 0.918 -2.003 0.714 -0.3 0.5 0.1
H -0.552 -1.882 -1.472 0.0 0.1 0.3
```
Positions in Å, forces in eV/Å.

For the HOMO energy, the calculation gives -9.377 eV. Its net charge is 0. As for the HOMO-LUMO gap: 8.9 eV. Its energy relative to the best compared isomer or geometry (same formula, charge and spin) is 175.3 kJ/mol. As for the LUMO energy: -0.4343 eV.

Atomic partial charges in e from the natural (NBO) method, atoms 1 to 6: O -0.47; C 0.44; O -0.48; C 0.49; C -0.56; C -0.11

Formula: H4N2O2P
Source: the OMol25 dataset
Level of theory: ωB97M-V/def2-TZVPD

XYZ file:
```
9
Properties=species:S:1:pos:R:3:forces:R:3
N -0.270 -1.076 -1.068 1.3 -0.4 -0.6
N 0.053 -0.014 0.010 -0.7 -1.7 -2.4
O 2.438 0.551 0.427 1.2 0.9 0.9
O 1.599 -2.681 -0.317 0.1 -0.5 0.0
P 1.476 -0.567 0.647 3.0 -0.6 -1.0
H 0.090 -0.724 -1.975 -0.4 0.5 0.8
H 0.503 -1.872 -0.942 -1.7 1.2 0.2
H -0.684 -0.194 0.613 -2.0 0.0 1.4
H 1.397 -1.138 1.939 -0.7 0.7 0.7
```
Positions in Å, forces in eV/Å.

As for the spin multiplicity: 3. Its expectation value of S² is 2.012. For the HOMO energy (spin up / spin down), the calculation gives -1.223 / -4.305 eV. Its net charge is -1. As for the HOMO-LUMO gap (spin up / spin down): 6.0 / 8.3 eV. Its energy relative to the best compared isomer or geometry (same formula, charge and spin) is 402.5 kJ/mol. As for the LUMO energy (spin up / spin down): 4.7539 / 3.9606 eV.

Atomic partial charges in e from the natural (NBO) method, atoms 1 to 6: N -0.70; N -0.82; O -1.13; O -0.74; P 1.49; H 0.33

Formula: C4H7N3O
Source: the OMol25 dataset
Level of theory: ωB97M-V/def2-TZVPD

XYZ file:
```
15
Properties=species:S:1:pos:R:3:forces:R:3
C 0.315 1.541 0.653 -0.8 -3.9 -6.6
C 1.325 1.020 -0.235 3.0 -1.8 -2.4
C 1.437 -0.415 0.041 3.0 -4.3 1.4
C -1.273 -1.066 0.026 -1.5 -1.5 -1.0
H 0.514 1.319 1.547 1.1 -2.2 7.4
H 0.413 2.472 0.577 0.0 8.1 -0.5
H 0.951 0.932 -1.271 0.2 1.2 0.2
H 2.428 1.478 -0.200 -2.6 -0.8 0.0
H 2.257 -0.692 0.877 -1.5 0.3 -2.3
H -2.084 -1.883 0.040 2.0 0.7 0.4
H -1.277 1.912 1.018 -1.6 -2.4 -3.4
N 0.886 -1.494 -0.489 1.8 2.3 2.9
N -1.481 -0.056 0.745 -0.6 -0.1 -1.1
N -1.015 1.148 0.140 -0.4 4.0 5.8
O -0.345 -1.150 -1.033 -2.1 0.5 -0.7
```
Positions in Å, forces in eV/Å.

For the HOMO energy, the calculation gives -9.676 eV. Its net charge is 0. As for the HOMO-LUMO gap: 9.9 eV. Its energy relative to the best compared isomer or geometry (same formula, charge and spin) is 779.3 kJ/mol. As for the LUMO energy: 0.2450 eV.

Atomic partial charges in e from the natural (NBO) method, atoms 1 to 6: C -0.26; C -0.49; C 0.11; C 0.38; H 0.18; H 0.19

Formula: C4H11N2OS
Source: the OMol25 dataset
Level of theory: ωB97M-V/def2-TZVPD

XYZ file:
```
19
Properties=species:S:1:pos:R:3:forces:R:3
C 0.647 0.422 -0.738 -0.3 0.5 0.5
N -0.592 0.118 -1.419 -0.3 -0.1 0.3
C -0.434 -1.047 -2.347 -0.1 -0.4 -0.7
O 0.395 -0.818 -3.356 0.0 -0.1 0.1
C 0.481 0.690 0.799 0.8 0.3 -0.8
C -0.777 0.056 1.309 -0.5 -0.4 1.4
S -0.992 0.205 3.166 0.5 0.0 0.0
N 1.725 0.306 1.470 0.3 -0.5 0.7
H 1.104 1.326 -1.124 0.3 0.2 -0.3
H 1.360 -0.383 -0.908 0.1 -0.2 0.1
H -0.801 0.856 -2.077 0.0 0.3 0.0
H -1.494 -1.269 -2.658 0.1 0.0 0.0
H -0.157 -1.925 -1.697 0.1 0.2 0.2
H 0.449 1.781 0.913 -0.5 -0.1 0.2
H -0.821 -1.012 1.100 0.0 0.2 -0.3
H -1.681 0.554 0.996 0.1 -0.1 -0.8
H -2.276 0.563 3.135 -0.1 0.0 0.0
H 2.261 -0.416 1.000 -0.4 0.0 -0.2
H 1.604 -0.006 2.435 -0.1 0.3 -0.3
```
Positions in Å, forces in eV/Å.

For the HOMO energy, the calculation gives -2.667 eV. Its net charge is -1. As for the HOMO-LUMO gap: 5.5 eV. Its energy relative to the best compared isomer or geometry (same formula, charge and spin) is 325.3 kJ/mol. As for the LUMO energy: 2.8778 eV.

Atomic partial charges in e from the natural (NBO) method, atoms 1 to 6: C -0.21; N -0.70; C 0.14; O -0.95; C -0.09; C -0.45

Number 1: F_max 0.84 eV Å⁻¹. Number 2: F_max 0.85 eV Å⁻¹. Number 3: F_max 2.64 eV Å⁻¹. Number 4: F_max 3.20 eV Å⁻¹. Number 5: F_max 8.08 eV Å⁻¹. Number 6: F_max 1.50 eV Å⁻¹.